Density functional theory data (ωB97M-V/def2-TZVPD) for a structure of composition C34H28IIrN7O2S2.

Results
HOMO, eV: -10.433
ΔE to the lowest compared entry with this formula, charge and spin, eV: 0.000
Total charge: +1
DFT total energy, eV: -82846.534

CARTESIAN COORDINATES (ANGSTROEM)
Ir 0.297 0.362 -0.506
S 5.388 0.638 5.004
N 3.783 0.583 5.101
C 3.329 0.548 3.858
C 1.932 0.503 3.468
C 0.865 0.517 4.371
C -0.423 0.502 3.883
C -0.627 0.454 2.504
N 0.382 0.419 1.646
C 1.649 0.459 2.106
C 2.711 0.487 1.097
N 2.327 0.462 -0.203
C 3.257 0.523 -1.150
C 4.618 0.584 -0.852
C 5.024 0.588 0.462
C 4.051 0.545 1.465
C 4.357 0.568 2.884
N 5.572 0.618 3.405
H 1.070 0.551 5.433
H -1.275 0.526 4.547
H -1.619 0.439 2.071
H 2.897 0.520 -2.170
H 5.332 0.628 -1.661
H 6.069 0.631 0.737
S 0.403 2.174 -4.603
C 0.603 0.505 -4.866
C 0.597 -0.215 -3.706
C 0.416 0.588 -2.533
C 0.335 1.913 -2.908
C 0.279 2.925 -1.884
C 0.173 4.297 -2.093
C 0.130 5.145 -1.011
C 0.215 4.613 0.269
C 0.324 3.251 0.409
N 0.360 2.413 -0.637
H 0.721 0.133 -5.872
H 0.775 -1.280 -3.721
H 0.114 4.675 -3.105
H 0.033 6.213 -1.157
H 0.183 5.241 1.147
H 0.387 2.806 1.389
C 1.490 -2.440 -0.796
C 1.386 -3.989 -0.744
N 0.029 -4.406 -0.431
C -0.354 -3.874 0.866
C -0.224 -2.326 0.886
N 0.182 -1.821 -0.455
C -0.842 -2.325 -1.431
C -0.876 -3.872 -1.438
H 1.772 -2.082 -1.786
H 2.230 -2.081 -0.079
H 2.056 -4.392 0.017
H 1.671 -4.424 -1.702
H 0.288 -4.318 1.628
H -1.379 -4.179 1.076
H 0.536 -2.023 1.605
H -1.163 -1.837 1.141
H -0.591 -1.930 -2.401
H -1.793 -1.893 -1.142
H -0.578 -4.265 -2.411
H -1.881 -4.237 -1.228
I -8.666 -0.830 -0.121
C -6.679 -0.212 -0.196
C -5.668 -1.162 -0.242
C -4.348 -0.745 -0.302
C -4.032 0.609 -0.314
C -5.056 1.548 -0.262
C -6.380 1.144 -0.205
C -2.614 1.102 -0.370
O -2.362 2.290 -0.279
O -1.735 0.139 -0.500
H -5.909 -2.216 -0.231
H -3.555 -1.480 -0.338
H -4.799 2.598 -0.268
H -7.173 1.877 -0.167